Record 1
The following is a DFT calculation (the ωB97M-V functional and the def2-TZVPD basis) of 11 unconnected molecules or ions with the total composition C31H84O11 in a non-equilibrium geometry.

Properties
Relative energy (zero: lowest compared OMol25 entry of this formula, charge and spin) = 5.318 eV
LUMO energy = 0.313 eV
E_HOMO = -0.367 Eh
Gap between HOMO and LUMO = 10.30 eV

Geometry (Å):
1 C 5.05 -1.00 7.62
2 C 4.61 -1.92 6.48
3 C 3.09 -2.18 6.30
4 O 5.14 -1.47 5.23
5 H 4.92 0.04 7.31
6 H 6.14 -1.04 7.71
7 H 4.54 -1.25 8.54
8 H 5.05 -2.89 6.70
9 H 2.62 -2.30 7.28
10 H 2.94 -3.13 5.78
11 H 2.49 -1.42 5.80
12 H 5.97 -1.05 5.45
13 C 1.83 7.77 1.91
14 C 0.35 7.40 1.89
15 C 0.11 6.17 0.88
16 O -0.05 6.96 3.07
17 H 2.21 8.36 1.08
18 H 2.49 6.91 2.05
19 H 2.03 8.48 2.71
20 H -0.28 8.25 1.62
21 H -0.93 5.86 0.84
22 H 0.76 5.33 1.14
23 H 0.36 6.46 -0.14
24 H 0.30 7.59 3.70
25 C -0.60 1.86 -5.38
26 C 0.55 2.81 -5.87
27 C 1.68 3.09 -4.92
28 O 1.04 2.21 -7.12
29 H -1.09 2.35 -4.53
30 H -0.18 0.89 -5.12
31 H -1.28 1.72 -6.21
32 H 0.01 3.72 -6.12
33 H 2.32 2.23 -4.71
34 H 1.24 3.38 -3.96
35 H 2.26 3.91 -5.34
36 H 1.45 2.92 -7.62
37 C 4.22 -8.83 -1.20
38 C 2.75 -8.73 -1.47
39 C 2.18 -7.36 -1.81
40 O 2.42 -9.58 -2.63
41 H 4.96 -8.43 -1.89
42 H 4.34 -9.90 -1.04
43 H 4.23 -8.18 -0.32
44 H 2.14 -9.06 -0.63
45 H 2.82 -6.71 -2.41
46 H 1.85 -6.86 -0.90
47 H 1.25 -7.49 -2.35
48 H 3.02 -9.30 -3.32
49 C -0.64 0.19 -0.01
50 C 0.50 -0.26 0.90
51 C 0.56 -1.83 1.20
52 O 1.58 -0.04 0.09
53 H -0.82 -0.29 -0.97
54 H -0.55 1.18 -0.45
55 H -1.57 0.23 0.56
56 H 0.47 0.31 1.83
57 H 0.96 -2.37 0.34
58 H -0.37 -2.33 1.48
59 H 1.20 -2.08 2.04
60 H 2.36 -0.50 0.40
61 C 1.64 -2.61 -5.58
62 C 0.39 -3.44 -5.16
63 C -0.13 -3.06 -3.68
64 O -0.61 -3.16 -6.15
65 H 2.39 -2.46 -4.80
66 H 1.46 -1.61 -5.97
67 H 2.07 -3.23 -6.37
68 H 0.56 -4.52 -5.13
69 H 0.60 -2.41 -3.19
70 H -0.15 -3.99 -3.11
71 H -1.12 -2.61 -3.61
72 H -0.17 -2.87 -6.95
73 C 6.22 -4.04 0.23
74 C 6.21 -2.54 -0.16
75 C 5.67 -2.42 -1.58
76 O 5.34 -1.83 0.75
77 H 6.67 -4.67 -0.54
78 H 5.18 -4.35 0.38
79 H 6.79 -4.28 1.13
80 H 7.24 -2.17 -0.13
81 H 5.64 -1.41 -1.97
82 H 4.69 -2.88 -1.72
83 H 6.35 -2.83 -2.33
84 H 5.69 -2.10 1.60
85 C -6.83 5.90 3.45
86 C -5.60 5.23 2.93
87 C -5.90 3.89 2.28
88 O -5.05 6.07 1.95
89 H -6.61 6.76 4.08
90 H -7.38 5.28 4.17
91 H -7.54 6.19 2.68
92 H -5.01 4.87 3.77
93 H -6.50 4.03 1.38
94 H -6.62 3.34 2.87
95 H -5.00 3.30 2.12
96 H -4.23 6.47 2.25
97 C -5.30 -3.65 0.06
98 C -6.41 -4.23 -0.76
99 C -5.78 -5.31 -1.62
100 O -7.37 -4.93 0.13
101 H -4.83 -4.50 0.55
102 H -5.61 -2.90 0.79
103 H -4.59 -3.15 -0.60
104 H -6.88 -3.43 -1.33
105 H -5.01 -4.83 -2.23
106 H -6.46 -5.87 -2.26
107 H -5.38 -6.17 -1.07
108 H -7.01 -5.63 0.68
109 C 1.18 2.79 5.10
110 C -0.34 2.74 5.25
111 O -0.72 4.02 5.72
112 H 1.62 3.18 6.02
113 H 1.50 3.42 4.27
114 H 1.59 1.79 4.97
115 H -0.79 1.92 5.81
116 H -0.90 2.66 4.31
117 H -0.57 4.62 4.99
118 C -4.51 4.88 -3.45
119 C -5.50 6.00 -3.06
120 O -6.44 6.13 -4.06
121 H -5.15 4.03 -3.71
122 H -3.82 4.51 -2.70
123 H -3.92 5.25 -4.29
124 H -5.03 6.96 -2.83
125 H -5.99 5.70 -2.13
126 H -6.95 5.32 -4.01

These are the Mulliken partial charges, in e, on atoms 1 to 99: atom 1 (C): -1.382, atom 2 (C): 0.678, atom 3 (C): -1.156, atom 4 (O): -0.494, atom 5 (H): 0.366, atom 6 (H): 0.376, atom 7 (H): 0.350, atom 8 (H): 0.089, atom 9 (H): 0.348, atom 10 (H): 0.307, atom 11 (H): 0.230, atom 12 (H): 0.290, atom 13 (C): -1.361, atom 14 (C): 0.502, atom 15 (C): -1.219, atom 16 (O): -0.449, atom 17 (H): 0.364, atom 18 (H): 0.304, atom 19 (H): 0.431, atom 20 (H): 0.189, atom 21 (H): 0.268, atom 22 (H): 0.300, atom 23 (H): 0.381, atom 24 (H): 0.297, atom 25 (C): -1.072, atom 26 (C): 0.443, atom 27 (C): -1.096, atom 28 (O): -0.542, atom 29 (H): 0.330, atom 30 (H): 0.167, atom 31 (H): 0.325, atom 32 (H): 0.242, atom 33 (H): 0.277, atom 34 (H): 0.301, atom 35 (H): 0.331, atom 36 (H): 0.293, atom 37 (C): -1.204, atom 38 (C): 0.426, atom 39 (C): -1.294, atom 40 (O): -0.577, atom 41 (H): 0.343, atom 42 (H): 0.316, atom 43 (H): 0.317, atom 44 (H): 0.288, atom 45 (H): 0.308, atom 46 (H): 0.386, atom 47 (H): 0.360, atom 48 (H): 0.332, atom 49 (C): -1.371, atom 50 (C): 0.937, atom 51 (C): -1.321, atom 52 (O): -0.519, atom 53 (H): 0.230, atom 54 (H): 0.369, atom 55 (H): 0.370, atom 56 (H): 0.020, atom 57 (H): 0.303, atom 58 (H): 0.368, atom 59 (H): 0.355, atom 60 (H): 0.257, atom 61 (C): -1.485, atom 62 (C): 0.694, atom 63 (C): -1.189, atom 64 (O): -0.570, atom 65 (H): 0.343, atom 66 (H): 0.359, atom 67 (H): 0.419, atom 68 (H): 0.182, atom 69 (H): 0.255, atom 70 (H): 0.357, atom 71 (H): 0.325, atom 72 (H): 0.308, atom 73 (C): -1.364, atom 74 (C): 0.646, atom 75 (C): -1.394, atom 76 (O): -0.486, atom 77 (H): 0.351, atom 78 (H): 0.362, atom 79 (H): 0.407, atom 80 (H): 0.128, atom 81 (H): 0.360, atom 82 (H): 0.300, atom 83 (H): 0.420, atom 84 (H): 0.275, atom 85 (C): -1.304, atom 86 (C): 0.639, atom 87 (C): -1.333, atom 88 (O): -0.519, atom 89 (H): 0.326, atom 90 (H): 0.375, atom 91 (H): 0.318, atom 92 (H): 0.225, atom 93 (H): 0.334, atom 94 (H): 0.364, atom 95 (H): 0.285, atom 96 (H): 0.290, atom 97 (C): -1.134, atom 98 (C): 0.347, atom 99 (C): -1.185

Record 2
The following is a DFT calculation (the ωB97M-V functional and the def2-TZVPD basis) of a single C9H10BrN molecule in a non-equilibrium geometry.

Properties
Relative energy (zero: lowest compared OMol25 entry of this formula, charge and spin) = 2.786 eV
LUMO energy = -0.297 eV
E_HOMO = -0.324 Eh
Gap between HOMO and LUMO = 8.52 eV

Geometry (Å):
1 C -1.02 2.20 0.11
2 C -1.71 0.97 0.01
3 C 0.37 2.17 0.16
4 C -0.94 -0.22 0.16
5 C 1.16 0.98 0.31
6 C 0.39 -0.13 0.27
7 C -1.56 -1.59 -0.11
8 C -0.53 -2.65 0.14
9 C 2.58 1.15 0.43
10 N 0.75 -2.21 -0.48
11 Br 0.48 -1.87 -2.42
12 H -1.63 3.01 -0.23
13 H -2.70 0.95 -0.01
14 H 0.79 3.09 0.39
15 H -2.53 -1.69 0.35
16 H -1.83 -1.60 -1.22
17 H -0.23 -2.87 1.27
18 H -0.75 -3.67 -0.29
19 H 3.01 1.42 -0.50
20 H 2.81 2.19 0.83
21 H 3.11 0.34 0.83

Here is what Mulliken gives for the atomic charges, in e: atom 1 (C): -0.702, atom 2 (C): -0.834, atom 3 (C): -0.667, atom 4 (C): 1.201, atom 5 (C): 0.561, atom 6 (C): 0.202, atom 7 (C): -1.148, atom 8 (C): -0.328, atom 9 (C): -1.483, atom 10 (N): -0.416, atom 11 (Br): -0.113, atom 12 (H): 0.369, atom 13 (H): 0.547, atom 14 (H): 0.354, atom 15 (H): 0.532, atom 16 (H): 0.287, atom 17 (H): 0.280, atom 18 (H): 0.249, atom 19 (H): 0.369, atom 20 (H): 0.333, atom 21 (H): 0.406

Record 3
The following is a DFT calculation (the ωB97M-V functional and the def2-TZVPD basis) of 13 unconnected molecules or ions with the total composition C4H32NO14S in a non-equilibrium geometry.

Properties
Relative energy (zero: lowest compared OMol25 entry of this formula, charge and spin) = 0.000 eV
LUMO energy (alpha / beta) = 0.079 / -4.506 eV
E_HOMO (alpha / beta) = -0.366 / -0.366 Eh
Spin multiplicity = 2
Gap between HOMO and LUMO (alpha / beta) = 10.05 / 5.46 eV

Geometry (Å):
1 O -0.83 2.07 0.62
2 C -0.40 0.98 0.24
3 N -0.84 -0.20 0.70
4 C -0.50 -1.39 -0.01
5 C -0.69 -2.61 0.92
6 S -0.01 -4.17 0.33
7 C -1.35 -1.59 -1.40
8 O -0.58 -1.55 -2.50
9 H 0.36 1.01 -0.51
10 H -1.47 -0.30 1.51
11 H 0.54 -1.32 -0.32
12 H -1.75 -2.73 1.12
13 H -0.24 -2.31 1.86
14 H -0.14 -3.92 -0.98
15 H -2.10 -0.79 -1.35
16 H -1.98 -2.48 -1.33
17 H -1.75 2.83 2.02
18 H -2.12 2.18 3.43
19 O -1.87 2.99 2.98
20 H 1.57 2.01 -2.52
21 H 2.59 1.06 -1.86
22 O 2.49 1.95 -2.21
23 H -0.69 1.17 -3.55
24 H -0.03 0.13 -2.80
25 O -0.15 1.12 -2.73
26 H 0.74 -2.04 -2.30
27 H 2.10 -2.54 -2.98
28 O 1.63 -2.49 -2.13
29 H -1.77 2.09 -1.41
30 H -2.77 2.72 -0.54
31 O -2.61 2.55 -1.47
32 H 2.41 2.83 -0.71
33 H 1.40 3.24 0.47
34 O 2.27 2.93 0.26
35 H -0.24 2.65 3.28
36 H 1.32 2.54 2.94
37 O 0.64 2.32 3.60
38 H 0.87 0.60 3.71
39 H 0.99 -0.52 2.76
40 O 0.55 -0.33 3.61
41 H 2.87 -1.26 -1.84
42 H 3.81 -1.74 -0.80
43 O 3.78 -1.08 -1.50
44 H 2.99 0.02 0.24
45 H 2.18 1.17 1.11
46 O 2.26 0.24 0.84
47 H -2.30 0.20 -3.21
48 H -3.12 1.53 -3.06
49 O -2.85 0.84 -3.67
50 H -2.32 -1.32 3.70
51 H -1.12 -0.25 3.72
52 O -2.02 -0.47 3.35

Here is what Mulliken gives for the atomic charges, in e: atom 1 (O): -0.689, atom 2 (C): -0.971, atom 3 (N): 0.407, atom 4 (C): 0.298, atom 5 (C): -1.045, atom 6 (S): -0.184, atom 7 (C): -0.662, atom 8 (O): -0.626, atom 9 (H): 1.116, atom 10 (H): 0.339, atom 11 (H): 0.342, atom 12 (H): 0.492, atom 13 (H): 0.314, atom 14 (H): 0.105, atom 15 (H): 0.357, atom 16 (H): 0.462, atom 17 (H): 0.473, atom 18 (H): 0.327, atom 19 (O): -0.787, atom 20 (H): 0.423, atom 21 (H): 0.362, atom 22 (O): -0.792, atom 23 (H): 0.405, atom 24 (H): 0.326, atom 25 (O): -0.740, atom 26 (H): 0.470, atom 27 (H): 0.299, atom 28 (O): -0.785, atom 29 (H): 0.400, atom 30 (H): 0.342, atom 31 (O): -0.697, atom 32 (H): 0.404, atom 33 (H): 0.287, atom 34 (O): -0.696, atom 35 (H): 0.466, atom 36 (H): 0.311, atom 37 (O): -0.789, atom 38 (H): 0.467, atom 39 (H): 0.264, atom 40 (O): -0.703, atom 41 (H): 0.387, atom 42 (H): 0.343, atom 43 (O): -0.716, atom 44 (H): 0.312, atom 45 (H): 0.270, atom 46 (O): -0.591, atom 47 (H): 0.242, atom 48 (H): 0.417, atom 49 (O): -0.707, atom 50 (H): 0.256, atom 51 (H): 0.405, atom 52 (O): -0.709

Copy entry 2 word for word.
The following is a DFT calculation (the ωB97M-V functional and the def2-TZVPD basis) of a single C9H10BrN molecule in a non-equilibrium geometry.

Properties
Relative energy (zero: lowest compared OMol25 entry of this formula, charge and spin) = 2.786 eV
LUMO energy = -0.297 eV
E_HOMO = -0.324 Eh
Gap between HOMO and LUMO = 8.52 eV

Geometry (Å):
1 C -1.02 2.20 0.11
2 C -1.71 0.97 0.01
3 C 0.37 2.17 0.16
4 C -0.94 -0.22 0.16
5 C 1.16 0.98 0.31
6 C 0.39 -0.13 0.27
7 C -1.56 -1.59 -0.11
8 C -0.53 -2.65 0.14
9 C 2.58 1.15 0.43
10 N 0.75 -2.21 -0.48
11 Br 0.48 -1.87 -2.42
12 H -1.63 3.01 -0.23
13 H -2.70 0.95 -0.01
14 H 0.79 3.09 0.39
15 H -2.53 -1.69 0.35
16 H -1.83 -1.60 -1.22
17 H -0.23 -2.87 1.27
18 H -0.75 -3.67 -0.29
19 H 3.01 1.42 -0.50
20 H 2.81 2.19 0.83
21 H 3.11 0.34 0.83

Here is what Mulliken gives for the atomic charges, in e: atom 1 (C): -0.702, atom 2 (C): -0.834, atom 3 (C): -0.667, atom 4 (C): 1.201, atom 5 (C): 0.561, atom 6 (C): 0.202, atom 7 (C): -1.148, atom 8 (C): -0.328, atom 9 (C): -1.483, atom 10 (N): -0.416, atom 11 (Br): -0.113, atom 12 (H): 0.369, atom 13 (H): 0.547, atom 14 (H): 0.354, atom 15 (H): 0.532, atom 16 (H): 0.287, atom 17 (H): 0.280, atom 18 (H): 0.249, atom 19 (H): 0.369, atom 20 (H): 0.333, atom 21 (H): 0.406